DFT (ωB97M-V with the def2-TZVPD basis set) results for a 2-piece molecular cluster, C3H12N2OS overall.

```
! RIJCOSX wB97M-V def2-TZVPD def2/J DEFGRID3
* xyz -1 2
H 0.20 -0.16 -1.77
S -2.90 1.47 1.18
H 2.59 -1.10 0.84
H -2.10 -0.55 0.17
H -0.88 0.39 -2.76
H 0.10 -1.39 0.24
H -3.27 1.51 -0.11
H 2.74 0.30 -1.28
N 1.95 -0.30 -1.04
H -0.20 1.12 0.12
C 1.85 -0.40 0.43
O -0.69 -0.35 -2.15
H -1.95 -0.61 1.93
C -0.35 0.44 0.96
N 0.51 -0.74 0.88
H 2.13 0.56 0.86
H 2.16 -1.23 -1.40
C -1.80 0.02 1.05
H -0.08 1.02 1.85
*
```

As for the LUMO energy (spin up / spin down): 0.1128 / 0.1187 Ha. Its expectation value of S² is 0.75. As for the energy above the lowest of the compared OMol25 structures with the same formula, charge and spin: 4.98 kcal/mol. The total energy comes out at -704.38678 Ha.